Entry 1:
Density functional theory data (wB97M-V/def2-TZVPD) for a cluster of 2 separate species, C5H15N in total in a non-equilibrium geometry.

Geometry as XYZ:
```
21
Properties=species:S:1:pos:R:3:forces:R:3:mulliken_charge:R:1
C -0.41711 -2.03047 -0.66150 0.0447 -0.9165 1.3581 -1.00
C -1.96662 -1.62831 -0.26688 2.6816 -1.9385 -0.0200 -0.18
C -1.97077 -0.61414 0.84860 -1.6986 1.1698 -0.6628 -1.16
H -0.51315 -3.01409 -1.23136 0.6498 1.6862 0.1917 0.33
H 0.37041 -2.29602 0.23915 -2.4288 0.5580 -1.6796 0.25
H 0.11046 -1.16849 -1.16751 -0.7824 -1.3384 -0.3253 0.27
H -2.49688 -2.59080 -0.09092 0.4778 0.6404 0.7391 0.34
H -2.44371 -1.34492 -1.17228 -0.2403 0.9261 -0.8277 0.30
H -1.30054 -0.92318 1.62004 0.9228 0.2723 0.4399 0.35
H -1.88362 0.45677 0.46284 0.4956 -1.3476 0.5926 0.20
H -2.92251 -0.58511 1.36895 -0.4068 -0.0700 -0.0614 0.39
C 1.12533 0.56256 0.68984 1.5616 -1.9465 0.8524 0.20
N 2.07910 1.27254 -0.20995 -3.5926 1.3182 1.9672 0.09
C 1.78166 2.55613 -0.76623 -1.5093 0.4856 -3.2979 -0.75
H 0.50117 1.31254 1.19318 0.2606 0.1431 -0.0785 0.35
H 0.41449 -0.15497 0.25123 0.5929 0.5402 -0.2374 -0.68
H 1.80132 -0.01921 1.45411 -1.5129 1.1562 -1.4346 0.35
H 2.74334 1.60916 0.39802 3.7008 -0.7917 1.5946 0.34
H 2.74442 3.03645 -1.05224 -0.8736 0.1459 0.7971 0.36
H 0.98622 3.14085 -0.15648 1.5560 -0.8072 -0.5517 0.34
H 1.25699 2.42273 -1.75061 0.1013 0.1145 0.6440 0.32
```
Forces are in eV/Å.

Energy relative to the best compared isomer or geometry (same formula, charge and spin), kcal/mol: 52.3
HOMO energy (spin up / spin down), eV: -14.20 / -14.20
Total charge: +1
Spin multiplicity: 2
⟨S²⟩: 0.754
HOMO-LUMO gap (spin up / spin down), Eh: 0.398 / 0.198
DFT total energy, eV: -6907.1686

***

Entry 2:
Density functional theory data (wB97M-V/def2-TZVPD) for the ion CH3N2O2S with charge -1 in a non-equilibrium geometry.

Geometry as XYZ:
```
9
Properties=species:S:1:pos:R:3:forces:R:3:mulliken_charge:R:1
C -0.51937 0.36491 -0.01212 3.6898 -2.8329 -1.0981 0.01
N -1.25964 -0.75809 0.43528 0.2927 -2.1539 -1.5152 -0.49
N -0.16374 -0.30817 1.21805 0.6032 2.5631 1.5246 -0.56
O 1.57603 1.45142 -1.42222 -0.5176 -0.2934 0.0171 -0.63
O 1.69147 -0.97313 -0.91379 -0.5858 0.4181 -0.2157 -0.65
S 0.86934 0.13434 -1.51549 -0.2300 -0.1296 1.3815 0.41
H -0.92743 1.29241 0.01167 -1.1041 2.9057 0.3258 0.37
H -1.96154 -0.37534 0.98763 -2.3167 0.3167 0.8122 0.26
H 0.69488 -0.82835 1.21099 0.1685 -0.7940 -1.2322 0.29
```
Forces are in eV/Å.

Energy relative to the best compared isomer or geometry (same formula, charge and spin), kcal/mol: 65.3
HOMO energy, eV: -3.25
Total charge: -1
HOMO-LUMO gap, Eh: 0.273
DFT total energy, eV: -18994.4663